Molecular formula: C5H10GdO3
Method: DFT, ωB97M-V/def2-TZVPD

The geometry in XYZ format:
```
19
Properties=species:S:1:pos:R:3:mulliken_spin:R:1
O -2.263 -0.973 -2.431 0.010
C -2.036 -1.130 -1.099 0.012
C -2.079 0.311 -0.543 -0.028
O -1.021 0.613 0.361 -0.053
C 0.126 1.404 -0.189 -0.007
C 1.345 1.221 0.616 -0.023
O 1.534 -0.245 0.725 0.012
C 2.867 -0.680 0.822 0.020
Gd -0.255 -1.052 1.663 8.102
H -1.472 -2.101 -1.238 -0.007
H -2.461 -1.641 -0.178 -0.021
H -3.029 0.456 -0.004 0.014
H -2.116 1.128 -1.281 -0.001
H -0.188 2.458 -0.191 0.000
H 0.234 1.057 -1.228 -0.004
H 1.166 1.573 1.653 -0.025
H 2.865 -1.776 0.895 -0.008
H 3.429 -0.367 -0.070 0.006
H 3.352 -0.257 1.716 0.001
```

DFT total energy: -1187.56860 Eh
HOMO-LUMO gap (alpha / beta): 5.40 / 4.31 eV
ΔE to the lowest compared entry with this formula, charge and spin: 146.1 kcal per mole
multiplicity: 9